Computed, not measured: C6H6 in the gas phase, with ωB97M-V/def2-TZVPD.

Computed properties:
HOMO-LUMO gap (spin up / spin down) = 6.68 / 6.69 eV
E_tot = -232.02527 a.u.
ΔE to the lowest compared entry with this formula, charge and spin = 126.2 kcal/mol

The geometry in XYZ format:
```
12
Properties=species:S:1:pos:R:3:lowdin_charge:R:1
C 3.491 0.071 0.164 0.071
H -2.351 -1.049 0.128 0.109
C -1.469 0.926 -0.291 -0.084
H 3.678 1.115 -0.124 -0.001
H -0.365 -2.291 0.532 0.102
C 2.191 -0.254 0.177 -0.186
C -0.276 -1.234 0.282 -0.125
H -2.031 1.467 0.480 0.086
H -2.011 1.066 -1.234 0.085
C 1.014 -0.658 0.213 -0.015
H -0.472 1.364 -0.379 0.073
C -1.399 -0.522 0.052 -0.114
```

=====

Computed, not measured: C6H6 in the gas phase in a non-equilibrium geometry, with ωB97M-V/def2-TZVPD.

Computed properties:
2S+1 = 3
HOMO-LUMO gap (spin up / spin down) = 6.96 / 8.14 eV
E_tot = -231.88604 a.u.
ΔE to the lowest compared entry with this formula, charge and spin = 67.5 kcal/mol
expectation value of S² = 2.01

The geometry in XYZ format:
```
12
Properties=species:S:1:pos:R:3:lowdin_charge:R:1
C 1.055 -1.212 0.040 -0.040
H 2.162 -1.097 -0.137 0.124
H -2.866 0.358 -0.732 0.046
H 0.700 2.083 0.132 0.113
C -0.804 0.050 -0.150 -0.173
H -2.657 -0.087 1.013 0.039
H 2.116 1.011 0.013 0.071
C 1.070 1.067 -0.008 -0.070
H 0.526 -2.096 -0.097 0.083
C 0.381 -0.069 0.738 -0.167
C -2.213 0.070 0.073 0.076
C 0.528 -0.080 -0.884 -0.101
```

=====

Computed, not measured: 25 unconnected molecules or ions with the total composition C6H62ClO25S in a non-equilibrium geometry, with ωB97M-V/def2-TZVPD.

Computed properties:
charge = +1
HOMO-LUMO gap = 6.63 eV
E_tot = -3004.81031 a.u.

The geometry in XYZ format:
```
95
Properties=species:S:1:pos:R:3:lowdin_charge:R:1
C -4.973 -0.623 -1.747 0.004
H 2.928 -3.547 3.355 0.036
H 5.999 -2.106 2.974 0.020
H -2.961 -0.048 0.175 0.066
H -5.459 -1.277 -2.442 0.094
H 7.275 -0.407 1.479 0.039
O 3.208 3.451 -1.412 -0.048
H 4.763 0.182 6.435 0.026
C -2.436 -0.952 -0.109 -0.064
H 1.923 -6.945 5.435 0.030
H -2.967 -1.768 0.337 0.081
O 3.589 1.772 4.741 -0.059
O -4.083 -4.851 -0.754 -0.057
H -7.972 2.594 -3.557 0.024
O -7.835 1.731 -3.954 -0.062
C -3.576 -0.257 -2.269 -0.335
H -3.479 1.534 -1.098 0.109
Cl 0.614 1.440 -2.630 0.488
O 6.994 0.480 1.722 -0.043
H -2.824 1.910 -6.214 0.020
H 10.269 1.123 -0.443 0.043
H -2.946 3.709 -2.986 -0.014
H 3.953 2.855 -1.279 0.057
H -2.411 -5.543 1.334 0.038
H 0.326 3.104 2.597 0.032
H -1.496 -0.622 -2.040 0.079
H -3.437 -2.906 -1.916 0.059
O 2.602 -4.448 3.256 -0.056
H -4.769 -5.504 -0.918 0.047
H -2.592 5.189 -2.906 0.053
H 7.726 1.046 1.447 0.028
H -1.179 -6.421 1.490 0.015
H -4.940 -1.125 -0.795 0.089
H -4.050 1.988 -4.908 -0.006
H 1.673 0.245 -0.349 -0.024
O -2.654 -1.163 2.931 -0.046
H -3.028 3.474 0.390 0.003
O -3.258 4.547 -2.635 -0.032
O 5.528 -0.393 6.305 -0.054
H 3.682 4.107 1.509 0.044
H 7.622 -4.059 1.580 0.048
H -0.886 2.237 2.209 0.002
H -2.417 3.937 1.716 0.047
H -4.214 1.731 -2.652 0.124
H -3.577 -0.496 -3.324 0.144
O -0.523 2.764 2.928 -0.051
H -3.411 -0.758 3.366 0.047
O 9.723 1.547 0.226 -0.047
H -5.555 0.274 -1.617 0.084
H -2.352 -2.449 -3.197 0.086
H 5.217 1.091 2.280 0.042
H -6.319 4.234 -5.053 0.048
H 3.217 2.654 1.566 -0.020
H 1.588 -5.779 2.021 0.033
H 1.262 -7.579 4.227 -0.009
O 1.339 -7.666 5.183 -0.058
H 8.765 -3.058 1.608 0.043
H 4.127 0.019 2.227 0.039
H 1.648 5.105 -1.789 0.008
H 1.334 -7.279 2.051 0.061
C -3.424 1.217 -2.136 -0.184
H -2.007 -0.453 2.879 0.029
H -5.548 2.035 -5.172 0.016
H -3.280 -5.373 -0.629 0.013
H -7.810 4.269 -5.315 0.054
O -7.013 3.781 -5.545 -0.049
O -2.153 1.743 -2.725 -0.464
C -2.420 -1.031 -1.632 -0.408
C -2.484 -2.463 -2.126 -0.046
O -3.017 3.281 1.333 -0.047
H 2.476 2.886 -1.676 -0.053
O 4.276 0.962 2.055 -0.085
H -1.700 -3.045 -1.678 0.090
O 1.647 0.169 0.601 -0.042
O 5.181 -1.643 3.188 -0.044
O 0.912 5.715 -1.921 -0.034
H -0.984 3.094 -1.116 0.028
O -1.767 -6.045 0.822 -0.064
O 7.911 -3.247 2.009 -0.043
H 0.190 5.173 -2.247 0.000
H -1.450 -0.865 0.312 0.074
H 3.646 1.370 3.862 -0.011
H 5.283 -1.401 4.120 0.033
H -8.320 1.774 -4.783 0.038
O 2.956 3.553 1.812 -0.059
H 6.234 0.038 6.795 0.042
O -4.746 1.545 -5.406 -0.037
O -2.095 2.501 -5.982 -0.051
H -1.340 1.911 -5.885 0.036
H 2.771 2.280 4.722 0.034
H 2.322 0.796 0.893 0.004
H 1.725 -4.428 3.656 0.045
H 9.809 2.487 0.040 0.044
O 0.974 -6.442 2.365 -0.055
S -1.064 1.808 -1.598 0.803
```

=====

Computed, not measured: C6H6BF3O2 in the gas phase in a non-equilibrium geometry, with ωB97M-V/def2-TZVPD.

Computed properties:
2S+1 = 3
HOMO-LUMO gap (spin up / spin down) = 5.67 / 8.27 eV
E_tot = -707.09547 a.u.
expectation value of S² = 2.01

The geometry in XYZ format:
```
18
Properties=species:S:1:pos:R:3:lowdin_charge:R:1
C 1.095 -2.285 0.316 0.091
O -0.559 2.055 -1.473 0.248
C -0.373 0.387 0.354 -0.286
H 1.707 1.108 0.456 0.120
C 1.197 0.253 0.024 -0.017
H -0.794 2.924 -1.689 0.091
O -1.978 2.263 0.357 0.202
F -0.489 0.344 1.772 0.015
B -0.993 1.650 -0.293 -0.736
C 1.774 -1.083 0.496 -0.282
C -0.950 -0.947 -0.118 0.085
H 1.343 0.428 -1.067 0.132
F -1.028 -3.258 -0.456 0.017
H 1.456 -3.223 0.601 0.104
F 2.979 -1.008 0.959 0.118
C -0.297 -2.133 -0.064 -0.215
H -2.086 3.253 0.052 0.179
H -2.004 -0.727 -0.227 0.132
```

=====

Computed, not measured: a molecular structure, C6H6BaO3 in a non-equilibrium geometry, with ωB97M-V/def2-TZVPD.

Computed properties:
HOMO-LUMO gap (spin up / spin down) = 6.44 / 6.44 eV
E_tot = -483.37799 a.u.
ΔE to the lowest compared entry with this formula, charge and spin = 0.0 kcal/mol

The geometry in XYZ format:
```
16
Properties=species:S:1:pos:R:3:lowdin_charge:R:1
O -0.888 -0.188 1.867 -0.571
C 0.939 0.099 0.656 -0.198
C 0.717 0.936 -1.601 -0.438
H 1.144 0.546 -4.366 0.079
O 0.929 0.345 3.098 0.021
O -0.061 0.001 -1.906 -0.205
H 1.296 2.274 -4.762 0.074
C 1.249 1.866 -2.646 -0.195
C 0.832 1.557 -4.073 -0.105
Ba -1.174 -1.234 0.137 1.964
H 2.346 1.867 -2.535 0.129
H 0.935 2.879 -2.344 0.129
C 1.053 1.138 -0.190 -0.134
H 1.660 1.982 0.256 0.134
C 0.374 0.134 2.018 -0.763
H -0.258 1.622 -4.189 0.077
```

=====

Computed, not measured: 6 unconnected molecules or ions with the total composition C6H6Cl18 in a non-equilibrium geometry, with ωB97M-V/def2-TZVPD.

Computed properties:
2S+1 = 2
charge = -1
HOMO-LUMO gap (spin up / spin down) = 2.34 / 8.41 eV
E_tot = -8515.63035 a.u.
ΔE to the lowest compared entry with this formula, charge and spin = 0.0 kcal/mol
expectation value of S² = 0.75

The geometry in XYZ format:
```
30
Properties=species:S:1:pos:R:3:lowdin_charge:R:1
C -3.013 -0.058 1.899 -1.568
Cl 1.582 -1.266 0.762 0.566
H 0.435 -0.087 -0.928 -0.052
Cl 2.409 -0.649 -1.916 0.513
C -0.136 -4.413 1.443 -1.510
Cl 5.975 2.471 0.951 0.495
H -4.084 0.080 1.752 0.017
Cl -2.623 0.812 3.350 0.527
Cl 0.687 4.589 -0.938 0.444
Cl -1.712 -4.924 0.767 0.500
Cl -1.804 3.333 -1.529 0.516
H 0.026 -3.353 1.245 -0.070
Cl 1.307 -5.246 0.750 0.480
Cl -1.739 -1.854 -1.757 0.207
C -2.882 -2.795 -2.878 -1.493
C 1.446 -0.128 -0.521 -1.557
H -0.357 2.859 0.207 -0.060
Cl -2.068 0.440 0.529 0.518
Cl 5.727 4.972 -0.682 0.522
Cl -2.765 -1.798 2.173 0.500
Cl -2.597 -2.194 -4.561 0.310
C -0.775 3.790 -0.178 -1.562
Cl 3.699 4.372 1.411 0.450
H -3.919 -2.643 -2.579 -0.024
Cl -0.040 -4.541 3.221 0.477
Cl 2.112 1.387 0.119 0.503
Cl -1.600 4.603 1.108 0.567
C 4.889 3.688 0.191 -1.494
H 4.354 3.118 -0.569 -0.024
Cl -2.535 -4.567 -2.842 0.301
```

=====

Computed, not measured: 2 unconnected molecules or ions with the total composition C6H6Cl2 in a non-equilibrium geometry, with ωB97M-V/def2-TZVPD.

Computed properties:
HOMO-LUMO gap (spin up / spin down) = 8.68 / 7.43 eV
E_tot = -1152.35095 a.u.
ΔE to the lowest compared entry with this formula, charge and spin = 151.3 kcal/mol

The geometry in XYZ format:
```
14
Properties=species:S:1:pos:R:3:lowdin_charge:R:1
H 1.217 -2.448 0.817 0.033
C -1.523 -0.176 -0.165 -1.122
C 1.724 -1.447 0.602 0.136
C -0.657 -0.120 -1.361 -0.185
H 1.986 -0.883 1.477 0.000
H 1.978 -1.154 -0.385 -0.010
Cl -1.942 -1.904 0.332 0.525
H 0.968 3.467 1.341 0.040
C 0.188 1.553 0.473 -0.104
Cl -3.025 0.761 -0.114 0.616
H -0.436 -0.977 -1.976 0.110
C -0.150 0.290 -0.082 -0.277
H -1.113 0.609 -2.040 0.112
C 0.785 2.429 1.082 0.128
```

=====

Computed, not measured: a molecular structure, C6H6Cl2LuN2O3Tl in a non-equilibrium geometry, with ωB97M-V/def2-TZVPD.

Computed properties:
charge = +4
HOMO-LUMO gap (spin up / spin down) = 7.53 / 6.38 eV
E_tot = -2894.04192 a.u.
ΔE to the lowest compared entry with this formula, charge and spin = 9.2 kcal/mol

The geometry in XYZ format:
```
21
Properties=species:S:1:pos:R:3:lowdin_charge:R:1
H 3.268 -3.837 0.221 0.147
C 1.174 0.255 0.850 -0.219
H 0.250 -4.980 -1.555 0.153
N 0.404 -1.525 -0.584 0.187
C 0.355 -4.946 -0.463 0.078
O -2.530 8.861 1.105 0.254
H 0.953 -5.805 -0.136 0.118
Lu -2.362 5.461 -0.375 1.663
Cl -1.366 4.111 -2.113 -0.081
N 1.123 -3.815 0.059 -0.006
Cl -0.968 1.873 1.367 0.135
H -0.657 -5.065 -0.056 0.153
H 2.375 -3.865 1.809 0.148
O -3.182 8.678 -1.622 0.262
C -2.394 7.752 0.753 -0.020
H 2.430 -5.269 0.758 0.117
O 1.350 0.165 1.983 0.086
C -2.924 7.576 -1.310 -0.065
C 2.379 -4.179 0.757 0.090
Tl -0.428 1.154 -1.193 0.910
C 0.750 -2.599 -0.254 -0.109
```

=====

Computed, not measured: C6H6Cl2O in the gas phase in a non-equilibrium geometry, with ωB97M-V/def2-TZVPD.

Computed properties:
HOMO-LUMO gap = 8.45 eV
E_tot = -1227.75485 a.u.
ΔE to the lowest compared entry with this formula, charge and spin = 70.8 kcal/mol

The geometry in XYZ format:
```
15
Properties=species:S:1:pos:R:3:lowdin_charge:R:1
H 0.685 1.845 -1.235 0.117
H 1.959 -1.057 1.191 0.097
Cl -2.524 2.293 0.136 0.631
C -0.006 -0.826 0.103 -0.304
Cl -2.745 -0.574 0.021 0.894
H 1.483 1.621 0.143 0.048
H 1.953 -0.755 -0.716 0.142
H 0.025 2.639 0.068 0.043
C -0.905 -1.800 0.167 -0.379
C -1.712 0.775 -0.072 -1.029
O -1.269 -2.905 -0.041 0.091
H 1.493 -2.317 0.081 0.070
C -0.349 0.582 0.063 -0.311
C 0.518 1.734 -0.152 -0.051
C 1.395 -1.254 0.243 -0.058
```

=====

Computed, not measured: a molecular structure, C6H6Cl3CrF2O6 in a non-equilibrium geometry, with ωB97M-V/def2-TZVPD.

Computed properties:
2S+1 = 4
HOMO-LUMO gap (spin up / spin down) = 7.77 / 9.74 eV
E_tot = -3308.57411 a.u.
ΔE to the lowest compared entry with this formula, charge and spin = 0.0 kcal/mol
expectation value of S² = 3.81

The geometry in XYZ format:
```
24
Properties=species:S:1:pos:R:3:lowdin_charge:R:1
C 3.930 -7.238 3.919 0.001
Cl 2.874 -2.653 0.925 -0.046
C 2.556 -7.751 4.267 -0.299
C 2.344 -5.781 3.303 -0.537
C -0.390 2.353 1.499 -0.281
C 0.534 0.327 1.700 -0.541
F -1.532 2.861 0.967 0.079
O 1.784 -4.860 2.780 -0.054
O 1.766 -6.567 4.209 0.179
H 0.263 1.924 -0.569 0.147
Cr 1.156 -2.913 2.480 0.149
F 2.486 -8.374 5.467 0.099
H 4.376 -6.681 4.744 0.155
H 4.549 -7.975 3.424 0.147
H 2.217 -8.414 3.459 0.183
O 3.538 -6.222 2.950 0.111
C 0.690 2.140 0.411 -0.034
Cl 0.588 -2.671 4.709 -0.055
Cl -0.688 -3.753 1.354 -0.025
H 1.326 3.013 0.296 0.140
O -0.551 1.042 1.991 0.179
O 1.383 1.030 0.955 0.107
H -0.046 3.044 2.269 0.174
O 0.719 -0.774 2.076 0.025
```

=====

Computed, not measured: a gas-phase ion, C6H6Cl3N2O2S (charge +1) in a non-equilibrium geometry, with ωB97M-V/def2-TZVPD.

Computed properties:
structure (SMILES) = CS(=O)(=O)c1[nH]c(Cl)c(Cl)c(=[NH2+])c1Cl
charge = +1
HOMO-LUMO gap = 8.20 eV
E_tot = -2270.64163 a.u.

The geometry in XYZ format:
```
20
Properties=species:S:1:pos:R:3:lowdin_charge:R:1
O -2.139 0.605 -1.801 -0.253
N 1.612 1.468 -0.714 0.117
O -0.723 2.597 -1.471 -0.296
C 0.755 -0.963 -0.736 -0.485
H 1.863 -3.259 -0.732 0.095
C 0.272 0.299 -0.778 -0.074
Cl -0.340 -2.324 -1.179 0.762
H -1.672 0.367 1.009 0.029
H -1.331 2.166 1.506 0.151
H 3.533 -2.793 -0.449 0.093
Cl 4.070 2.223 -0.168 0.784
C 2.142 -1.321 -0.533 -0.312
C -1.785 1.366 0.723 -0.133
C 3.079 -0.303 -0.139 -0.560
N 2.574 -2.548 -0.621 0.180
H -2.893 1.504 0.912 0.105
Cl 4.733 -0.794 0.199 0.744
S -1.240 1.323 -0.985 0.648
H 1.373 2.376 -1.071 0.108
C 2.832 1.023 -0.394 -0.701
```

=====

Computed, not measured: a gas-phase ion, C6H6ClF2N2O2 (charge +1) in a non-equilibrium geometry, with ωB97M-V/def2-TZVPD.

Computed properties:
structure (SMILES) = COC1=C(Cl)C=N[C@](F)(/[NH+]=C/F)O1
charge = +1
HOMO-LUMO gap = 8.72 eV
E_tot = -1151.77398 a.u.
ΔE to the lowest compared entry with this formula, charge and spin = 39.3 kcal/mol

The geometry in XYZ format:
```
19
Properties=species:S:1:pos:R:3:lowdin_charge:R:1
H -1.252 -0.331 -1.522 0.142
F -1.234 2.809 0.767 0.217
N -1.971 0.829 1.605 0.176
C -1.307 1.514 0.577 -0.559
H 2.778 0.284 0.521 0.124
C -2.019 -0.425 1.648 -0.108
F -3.197 -0.618 -1.641 0.172
H -3.238 1.329 -0.539 0.234
C -1.176 -1.101 0.765 -0.568
C -0.025 -0.393 0.471 -0.333
O -0.045 0.974 0.418 0.204
C 2.255 -0.381 -0.207 -0.014
O 1.094 -0.993 0.274 0.017
Cl -1.186 -2.831 0.460 0.778
H 2.938 -1.317 -0.309 0.144
N -2.172 1.213 -0.619 0.239
C -2.147 0.022 -1.137 -0.125
H 2.129 0.018 -1.264 0.132
H -2.719 -0.795 2.299 0.128
```

=====

Computed, not measured: C6H6ClN3S in the gas phase in a non-equilibrium geometry, with ωB97M-V/def2-TZVPD.

Computed properties:
structure (SMILES) = CS[C@]1(C#N)N=CCC(Cl)=N1
HOMO-LUMO gap = 9.24 eV
E_tot = -1254.80859 a.u.
ΔE to the lowest compared entry with this formula, charge and spin = 16.8 kcal/mol

The geometry in XYZ format:
```
17
Properties=species:S:1:pos:R:3:lowdin_charge:R:1
C 1.297 1.983 1.414 -0.337
H 2.069 1.352 1.375 -0.024
N -0.083 2.955 -1.472 0.184
C -1.751 -1.256 -0.691 -0.176
C -0.256 0.593 -0.405 -0.688
N -1.652 -0.024 -0.746 0.093
C 0.624 -1.476 -0.360 -0.731
C -0.695 -2.176 -0.117 -0.152
Cl 1.867 -2.565 -0.856 0.707
H -2.705 -1.694 -1.121 0.142
H 1.350 2.487 2.384 0.042
H 1.261 2.744 0.631 0.033
S -0.232 0.923 1.478 0.871
C -0.201 1.888 -1.090 -0.228
H -0.812 -3.109 -0.606 0.092
N 0.817 -0.279 -0.740 0.053
H -0.897 -2.345 0.922 0.118
```

=====

Computed, not measured: a gas-phase ion, C6H6ClN4O (charge +1) in a non-equilibrium geometry, with ωB97M-V/def2-TZVPD.

Computed properties:
charge = +1
HOMO-LUMO gap (spin up / spin down) = 6.11 / 6.95 eV
E_tot = -986.18473 a.u.
ΔE to the lowest compared entry with this formula, charge and spin = 115.1 kcal/mol

The geometry in XYZ format:
```
18
Properties=species:S:1:pos:R:3:lowdin_charge:R:1
H -2.464 -0.515 2.140 0.104
O 0.037 2.364 -1.770 0.049
H -3.527 -0.230 0.578 0.090
C -0.155 1.371 -1.122 -0.403
C -2.675 -0.648 1.082 -0.011
C -1.392 0.946 -0.578 0.102
H -2.555 -1.809 0.867 0.154
C 0.777 -0.384 0.183 -0.306
N 1.940 -0.949 0.781 0.065
C -1.521 -0.141 0.370 -0.254
H 1.542 -1.444 1.590 0.183
C 3.110 -0.786 0.267 0.229
H -2.238 1.453 -1.026 0.135
N 1.959 0.405 -1.734 -0.322
N 0.955 0.435 -0.884 -0.051
Cl 2.437 1.812 -2.384 0.911
N -0.292 -0.628 0.834 0.184
H 4.062 -1.252 0.806 0.139
```